Record 1
{
  "formula": "C3H8N2O",
  "method": "ωB97M-V/def2-TZVPD",
  "species": ["O", "H", "N", "C", "H", "H", "H", "N", "H", "C", "H", "H", "C", "H"],
  "coordinates": [[1.83, 1.17, -0.41], [-1.92, 1.36, 0.78], [-1.35, -0.52, 0.01], [-2.20, 0.37, 0.37], [1.03, -1.84, -0.59], [1.85, -1.07, 0.80], [-3.28, 0.16, 0.29], [0.01, -0.16, 0.26], [0.57, 0.22, -1.77], [0.50, 0.72, -0.80], [-0.11, 1.62, -0.88], [1.75, 1.39, 0.53], [0.88, -1.34, 0.37], [0.42, -2.07, 1.05]],
  "lowdin_charge": [-0.080, 0.079, -0.008, -0.034, 0.082, 0.079, 0.068, -0.249, 0.123, -0.253, 0.109, 0.086, -0.082, 0.080],
  "smiles": "C=NN(C)CO",
  "homo_ev": -8.828,
  "max_force_ha_per_bohr": 0.0381,
  "orbital_gap_ev": 9.861,
  "charge": 0
}

=====

Record 2
{
  "formula": "C31H19Cl72IN",
  "method": "ωB97M-V/def2-TZVPD",
  "species": ["Cl", "Cl", "H", "Cl", "C", "C", "Cl", "C", "Cl", "Cl", "Cl", "C", "H", "H", "Cl", "Cl", "Cl", "Cl", "Cl", "Cl", "H", "Cl", "H", "C", "Cl", "C", "Cl", "C", "C", "Cl", "H", "Cl", "Cl", "Cl", "C", "C", "Cl", "C", "Cl", "Cl", "Cl", "Cl", "Cl", "H", "H", "C", "Cl", "Cl", "Cl", "Cl", "H", "C", "Cl", "Cl", "Cl", "Cl", "C", "Cl", "Cl", "Cl", "H", "Cl", "C", "Cl", "H", "H", "Cl", "H", "C", "Cl", "C", "H", "Cl", "C", "Cl", "Cl", "Cl", "Cl", "H", "C", "Cl", "Cl", "C", "Cl", "Cl", "Cl", "Cl", "Cl", "C", "Cl", "C", "Cl", "Cl", "C", "I", "H", "C", "Cl", "Cl", "Cl", "Cl", "C", "Cl", "Cl", "C", "C", "Cl", "C", "H", "H", "Cl", "C", "C", "H", "Cl", "N", "Cl", "Cl", "Cl", "Cl", "C", "Cl", "Cl", "Cl"],
  "coordinates": [[-0.14, 13.34, 9.41], [-7.56, -5.97, -8.68], [-2.04, -3.67, 1.26], [3.56, -4.26, -5.44], [-1.52, -0.79, 1.79], [4.07, -3.13, 0.32], [-2.07, 9.31, 9.33], [3.22, 2.35, 3.52], [-5.20, -3.95, 3.53], [-3.12, 2.78, 5.74], [6.65, 2.23, -2.89], [-2.35, -10.78, -7.00], [-3.12, -1.92, 2.40], [-3.52, -3.19, 0.31], [3.84, 2.97, 5.07], [-4.18, 1.75, 3.24], [-0.34, -8.85, -12.28], [-2.39, 5.64, 8.06], [-1.25, -11.60, -12.39], [0.61, 7.55, 0.32], [0.81, 0.84, 1.70], [2.66, 12.19, 11.28], [-0.77, -1.33, 2.47], [-2.99, 2.85, 3.97], [-1.48, -4.26, -8.24], [-4.31, -5.47, 3.30], [10.44, 9.03, -4.44], [1.75, -0.95, 0.59], [3.88, -2.60, -4.90], [-3.24, 3.04, 9.03], [-3.46, -0.95, 1.06], [7.62, 9.65, -4.64], [-0.08, 8.25, 3.05], [8.99, 8.38, -6.87], [2.70, -3.48, 1.00], [4.55, 6.30, -6.29], [1.59, -11.02, -12.24], [-1.88, 13.55, 9.12], [-3.21, -11.74, -5.78], [-5.08, -6.06, -3.39], [0.27, 9.78, 10.98], [-5.01, -6.73, 4.33], [2.95, 13.34, 8.63], [5.97, -4.12, 1.08], [5.28, -1.40, -0.74], [-0.03, -10.50, -11.71], [-0.96, 4.36, 10.25], [4.58, 1.71, -4.86], [-2.60, -5.23, 3.73], [-5.73, -6.98, -6.68], [-1.88, 0.13, 2.39], [8.88, 8.49, -5.10], [-3.24, -7.08, -1.39], [-0.60, -10.89, -6.71], [5.25, 13.14, 10.38], [-1.76, 7.92, 11.86], [3.13, -0.64, -0.11], [-3.30, 4.51, 3.42], [4.10, 10.74, 9.23], [4.03, 1.32, -2.04], [3.33, 0.41, -0.51], [-2.29, 15.27, 9.25], [4.90, 2.32, -3.22], [-2.29, -6.48, -4.05], [-1.40, 0.83, 0.28], [5.70, -4.22, -0.80], [5.79, 6.47, -7.55], [0.61, -2.71, 1.64], [-0.85, -0.17, 0.45], [-2.73, -11.40, -8.62], [-3.66, -7.10, -3.11], [4.64, -5.27, 0.31], [-4.43, -5.97, 1.59], [3.74, 12.35, 9.88], [1.45, 2.30, 3.57], [5.27, -1.94, -5.79], [-3.64, 5.40, 10.67], [-6.70, -8.40, 2.09], [-0.69, -3.32, -0.68], [-0.28, -3.15, -7.53], [3.85, 0.71, 3.25], [-0.91, 5.70, 1.95], [-2.56, 4.62, 9.50], [-4.77, -6.38, -9.35], [-9.30, -8.85, 3.30], [-1.35, 2.37, 3.48], [-2.85, -9.08, -6.88], [-2.80, 12.62, 10.32], [4.27, -1.68, -0.26], [8.49, 6.89, -4.43], [-0.90, 8.56, 10.44], [2.45, -1.59, -5.20], [-6.51, -8.66, -8.91], [1.57, -2.39, 1.13], [-2.83, -3.10, -2.37], [2.55, -4.53, 1.44], [-2.49, -2.80, 0.65], [4.30, 4.57, -5.94], [-6.90, -9.82, 4.61], [-0.05, 7.25, 9.61], [1.34, -3.63, -8.05], [-1.56, -2.57, -0.63], [4.36, 4.01, -3.09], [-2.28, 12.97, 7.49], [-1.10, -1.04, -0.88], [0.70, 0.25, 0.71], [3.03, 7.03, -6.84], [-7.68, -9.53, 3.04], [-1.93, -0.53, -1.48], [-0.18, -1.05, -1.59], [-4.03, -8.76, -3.62], [-0.63, 7.41, 1.58], [-6.14, -7.00, -8.40], [0.97, 0.99, -0.13], [-0.11, -10.55, -9.94], [-2.76, -1.58, 1.48], [-0.40, -3.22, -5.76], [3.75, 3.41, 2.20], [-2.14, 8.15, 1.00], [4.22, -2.60, -3.16], [5.21, -4.27, 0.24], [5.10, 7.12, -4.81], [-7.83, -11.07, 2.16], [-0.61, -1.49, -8.08]],
  "lowdin_charge": [0.470, 0.526, 0.116, 0.513, -0.112, -0.212, 0.502, -1.994, 0.524, 0.523, 0.544, -2.002, 0.160, 0.077, 0.544, 0.520, 0.515, 0.489, 0.517, 0.520, 0.043, 0.491, 0.144, -1.965, 0.517, -1.998, 0.522, -0.163, -1.998, 0.495, 0.190, 0.504, 0.526, 0.509, -0.015, -1.991, 0.521, -2.017, 0.520, 0.480, 0.498, 0.529, 0.498, 0.086, 0.097, -2.015, 0.497, 0.500, 0.528, 0.472, 0.053, -2.023, 0.479, 0.511, 0.528, 0.513, -0.092, 0.525, 0.517, 0.604, -0.068, 0.525, -1.953, 0.483, 0.145, 0.073, 0.522, 0.065, -0.248, 0.496, -2.013, 0.084, 0.488, -2.014, 0.473, 0.526, 0.522, 0.467, 0.094, -2.017, 0.544, 0.460, -1.993, 0.507, 0.526, 0.487, 0.477, 0.501, -0.093, 0.491, -1.987, 0.486, 0.524, -0.035, 0.867, 0.098, -0.227, 0.455, 0.511, 0.477, 0.508, -0.608, 0.488, 0.510, -0.212, -0.136, 0.527, -2.018, 0.082, 0.137, 0.519, -2.020, -2.024, 0.134, 0.463, 0.041, 0.452, 0.532, 0.524, 0.561, -0.085, 0.486, 0.530, 0.526],
  "homo_ev": -10.777,
  "max_force_ha_per_bohr": 0.0797,
  "orbital_gap_ev": 7.885,
  "charge": 1
}

=====

Record 3
{
  "formula": "C26H18F12N3O3Pd",
  "method": "ωB97M-V/def2-TZVPD",
  "species": ["C", "F", "H", "C", "C", "H", "F", "F", "C", "H", "C", "C", "H", "F", "F", "N", "F", "H", "C", "F", "H", "H", "C", "O", "C", "C", "H", "F", "H", "O", "C", "H", "H", "C", "C", "C", "F", "C", "H", "N", "C", "H", "H", "C", "H", "C", "C", "H", "F", "N", "C", "H", "C", "C", "Pd", "F", "H", "C", "C", "F", "O", "C", "C"],
  "coordinates": [[-1.15, -5.25, 0.22], [1.06, -0.72, 2.38], [0.95, 3.62, -1.13], [-1.58, 1.39, -1.56], [0.04, 3.20, -1.53], [-0.22, -7.15, -0.05], [-2.11, -2.23, -1.87], [-3.93, 1.14, -0.05], [-0.41, 1.96, -0.99], [3.71, 1.76, 2.99], [-1.79, 3.27, -3.11], [1.00, 2.00, 0.93], [4.03, 3.90, 4.17], [5.02, 0.29, 1.97], [-2.42, -0.73, -3.39], [0.24, -3.35, -0.03], [4.68, 1.32, 0.12], [-0.45, 3.58, 1.10], [-0.94, -3.88, 0.26], [3.07, -0.90, 3.16], [-2.18, 3.45, -5.18], [-3.57, 3.79, -4.16], [1.17, -5.52, -0.32], [-1.56, -0.45, 0.06], [-2.49, -5.91, 0.46], [1.11, 3.84, 2.53], [2.22, -3.66, -0.55], [-4.02, -1.01, -0.14], [-4.47, -5.55, 0.56], [-2.54, -7.10, 0.66], [2.95, 4.00, 4.23], [-2.25, 4.97, -4.30], [-1.72, -3.17, 0.54], [-0.07, -6.08, -0.05], [-2.24, 2.04, -2.59], [2.81, 2.15, 2.55], [2.41, -2.13, 1.50], [0.48, 3.20, 1.49], [2.63, 3.52, 5.16], [0.31, 1.37, -0.03], [-3.64, 0.09, -0.80], [-3.12, 1.61, -3.04], [2.03, -6.14, -0.52], [1.28, -4.14, -0.32], [-0.25, 4.76, -2.94], [4.34, 0.24, 0.82], [-2.10, 0.03, -1.08], [0.68, 4.75, 2.93], [-4.41, 0.15, -1.90], [-3.57, -5.12, 0.43], [2.29, 3.34, 3.08], [-3.55, -4.13, 0.23], [-0.63, 3.83, -2.55], [2.78, 0.18, 0.97], [0.47, -1.05, -0.10], [4.77, -0.84, 0.17], [2.68, 5.05, 4.29], [2.38, -0.89, 2.04], [-1.82, -0.97, -2.24], [-0.47, -0.98, -2.50], [2.35, -0.20, -0.25], [-2.49, 3.92, -4.24], [2.21, 1.50, 1.50]],
  "lowdin_charge": [-0.087, 0.100, 0.133, -0.011, 0.049, 0.132, 0.161, 0.184, -0.165, 0.135, -0.190, -0.169, 0.099, 0.156, 0.191, -0.002, 0.182, 0.133, -0.068, 0.203, 0.112, 0.099, -0.012, -0.172, -0.508, 0.008, 0.120, 0.169, 0.127, 0.081, -0.009, 0.092, 0.113, 0.034, 0.058, 0.063, 0.125, 0.050, 0.112, 0.207, -0.565, 0.133, 0.117, -0.104, 0.130, -0.574, -0.371, 0.130, 0.164, 0.193, -0.190, 0.091, 0.010, -0.373, 1.093, 0.186, 0.093, -0.542, -0.543, 0.095, -0.179, -0.009, -0.016],
  "homo_ev": [-12.164, -12.167],
  "max_force_ha_per_bohr": 0.0526,
  "orbital_gap_ev": [5.551, 5.552],
  "charge": 1
}

=====

Record 4
{
  "formula": "C27H15Cl5N2NaO2S5",
  "method": "ωB97M-V/def2-TZVPD",
  "species": ["C", "H", "C", "C", "C", "C", "C", "Cl", "H", "H", "C", "C", "C", "H", "S", "C", "C", "S", "C", "C", "H", "H", "N", "C", "C", "S", "Cl", "H", "Cl", "O", "C", "H", "S", "C", "H", "H", "H", "S", "C", "H", "H", "C", "C", "C", "Cl", "C", "C", "C", "H", "Na", "H", "Cl", "N", "C", "C", "C", "O"],
  "coordinates": [[-1.45, -4.51, -1.50], [2.03, -3.25, 0.65], [4.36, -3.11, -1.85], [-0.07, -5.54, -3.18], [-4.08, 4.79, 0.78], [-6.68, 5.70, 1.09], [-1.22, -5.55, -2.38], [6.41, 1.61, 3.99], [-2.35, -4.51, -0.89], [1.73, -4.48, -3.67], [0.82, -4.49, -3.08], [-5.15, 3.96, 0.45], [-0.56, -3.45, -1.41], [0.12, -6.36, -3.87], [-7.07, 1.33, 0.92], [-3.47, 1.33, -1.14], [3.69, 1.63, 3.84], [-2.15, 0.75, -2.05], [-6.46, 4.42, 0.60], [5.16, -4.44, 0.01], [4.52, -2.67, -2.83], [-1.92, -6.38, -2.45], [-3.67, 2.55, -0.74], [-5.62, 6.53, 1.42], [-4.32, 6.06, 1.26], [-4.76, 0.25, -0.64], [6.34, 1.27, 0.88], [-7.28, 3.78, 0.35], [0.99, 1.70, 4.03], [1.29, 1.35, 1.15], [2.94, -3.45, 0.11], [-0.74, -2.60, -0.77], [0.41, 4.24, -0.85], [4.90, 1.53, 3.15], [-3.48, 6.70, 1.52], [5.94, -5.02, 0.47], [3.80, -4.62, 1.66], [1.85, -2.14, -2.06], [5.34, -3.86, -1.27], [-5.80, 7.53, 1.80], [6.28, -4.00, -1.79], [3.65, 1.32, 1.09], [2.39, 1.40, 1.75], [2.48, 1.57, 3.17], [3.61, 1.17, -0.63], [4.86, 1.38, 1.76], [3.12, -2.88, -1.19], [-5.62, 1.56, 0.10], [-3.07, 4.42, 0.64], [0.45, 0.74, -0.66], [-7.70, 6.05, 1.19], [3.72, 1.83, 5.56], [-4.87, 2.67, -0.05], [0.73, 3.03, -1.72], [0.58, -3.45, -2.20], [3.95, -4.21, 0.67], [1.09, -1.16, -1.18]],
  "mulliken_spin": [-0.008, 0.045, 0.112, -0.011, 0.000, 0.000, 0.012, 0.000, -0.002, 0.001, -0.018, 0.000, 0.037, -0.001, 0.000, 0.000, 0.000, -0.001, 0.000, 0.369, 0.009, 0.002, 0.000, 0.000, 0.000, 0.000, 0.000, 0.000, 0.000, 0.002, 0.265, 0.006, 0.000, 0.000, 0.000, 0.050, -0.010, 0.152, -0.060, 0.000, -0.004, -0.010, 0.005, 0.000, 0.002, 0.001, 0.103, 0.000, 0.000, 0.005, 0.000, 0.000, 0.000, -0.001, 0.074, -0.136, 0.007],
  "spin_multiplicity": 2,
  "homo_ev": [0.545, -3.016],
  "max_force_ha_per_bohr": 0.0134,
  "orbital_gap_ev": [3.049, 6.609],
  "charge": -2,
  "s2": 0.767
}